Below is a 5-piece molecular cluster, C30H51Br2N2O12S5 overall at a distorted geometry, with properties calculated with the ωB97M-V functional and the def2-TZVPD basis.

Output
- E_LUMO (eV) = -5.703
- electronic energy (Ha) = -9324.2117
- charge = +1

```
102
Properties=species:S:1:pos:R:3:forces:R:3
H -2.1767 5.9336 2.2784 2.1 -2.1 -0.9
H 5.4666 -2.9426 -4.9972 0.3 -0.3 -0.3
H 3.9469 -5.5398 -7.0275 0.2 0.0 0.0
H 4.6075 3.0042 -5.5306 0.1 -0.1 -0.1
H 6.0932 0.7508 -1.3215 -2.2 -0.4 1.4
H -5.6284 -2.2289 2.4660 -0.1 0.0 0.2
H -6.1438 -4.5177 2.9404 0.0 0.0 0.2
C 3.0520 1.9824 -0.6599 -1.1 0.1 0.1
O -4.8383 -5.7079 4.8614 -0.4 0.3 0.3
C 0.5336 7.2915 3.6928 0.6 1.6 0.0
O 6.2546 0.3984 1.5844 -0.9 -1.6 0.3
O -2.6402 0.1068 3.5842 2.8 2.9 -2.2
H 0.7371 1.3395 1.2942 -1.1 2.4 0.3
H 6.4517 -6.6105 -5.6164 -0.1 0.0 0.0
C 5.0262 -5.7066 -6.9623 -0.2 -0.5 -0.1
S -1.5058 0.3145 4.8675 -0.5 1.1 0.3
H 7.0231 -3.8266 -5.0179 -0.1 0.1 -0.2
C -1.5169 4.9671 2.0481 0.1 -4.3 0.2
Br 0.7116 6.8300 -0.8661 -0.6 -1.0 2.3
O -6.5302 -4.5014 6.3188 0.4 -0.3 -0.4
H 4.6709 0.1754 -6.6353 0.0 -0.1 0.2
H 2.6428 1.3483 0.2356 0.7 1.2 -1.6
O -1.7461 -0.3311 1.3983 -1.0 6.9 6.6
H -4.8407 -2.4877 6.1988 0.0 -0.2 -0.1
H -1.7976 1.6302 5.3373 0.0 -1.5 -0.7
H -7.3982 -3.7148 3.9337 0.2 -0.2 0.1
C -1.9273 0.5940 2.3807 0.3 -5.6 -5.1
Br 1.3913 9.2540 1.3433 -0.8 -2.2 1.2
H 6.3193 -0.2392 2.3780 -0.2 1.5 -2.0
H 7.2033 1.4907 -6.0952 0.0 0.1 0.1
C 5.2861 -5.0845 -4.6267 -0.1 -0.1 0.2
H -3.7632 -1.5800 4.1777 -0.2 -0.4 0.0
H 3.2031 -1.1522 0.6450 1.9 0.5 1.7
H 4.2784 -1.5823 2.2444 -0.5 1.7 -2.0
C -10.2615 0.2516 1.9893 -0.3 0.1 -0.5
H -11.7637 -1.0712 1.1362 0.2 0.0 0.1
H 1.2912 3.4218 -1.3141 2.1 -0.1 1.6
H 5.1863 2.4642 -7.1097 0.0 -0.1 0.2
H -0.5832 7.0676 3.9791 2.3 0.2 -0.7
H -3.3087 3.4426 2.9160 2.4 0.4 -1.2
H -10.4264 -1.0650 5.1414 0.3 0.0 -0.1
H -12.1608 -1.0047 3.5529 0.1 -0.1 -0.1
H 5.9322 -1.2263 0.2373 -1.3 2.0 0.4
C 0.7422 7.5080 2.0750 -1.3 -3.8 -1.6
H -3.6114 -3.2024 3.4805 0.0 0.1 0.1
H 7.0515 3.1131 -5.3980 0.0 -0.2 0.0
H 1.3030 6.5211 4.1428 -1.7 1.3 -1.2
N 4.5663 2.0483 -0.4860 -1.5 -0.6 -1.8
H 5.7344 -5.3133 -3.6548 -0.1 0.1 -0.1
C 5.0563 0.6392 -0.7409 1.9 -1.0 0.7
H 0.7946 8.3357 4.2053 -0.6 -2.3 -1.2
C -10.1033 -1.3198 4.1288 -0.2 -0.5 0.4
H -11.5773 -2.6383 3.2193 0.0 0.2 0.0
H -6.2072 -1.6889 4.0451 0.1 -0.2 -0.2
H 5.3604 -6.3349 -7.7897 0.0 0.2 0.0
C -4.2371 -2.5640 4.1156 0.2 0.0 -0.1
C -6.3236 -3.8277 3.7694 -0.3 0.2 -0.6
C 5.1683 2.2140 -6.0444 -0.1 0.3 -0.1
S 5.8290 -4.1176 -7.0397 0.0 0.1 0.0
H 2.7196 1.4092 -1.6467 0.7 1.2 1.8
S -9.2191 0.0624 3.4222 -0.4 0.5 0.2
H -9.6643 0.5652 1.1314 0.0 0.1 0.2
O -9.3850 1.2216 4.2763 0.5 -0.4 -0.3
C -11.2939 -1.5812 3.2078 -0.4 -0.1 0.0
C -2.2365 3.5085 2.4349 4.1 0.0 -1.7
O 4.8974 -3.1502 -7.5844 0.5 -0.1 -0.1
C 4.4911 0.8654 -5.8063 -0.4 0.1 -0.6
S 5.2469 0.1786 -4.3404 0.1 0.1 -0.4
H 3.5633 0.1560 1.9631 0.9 -1.7 -0.9
O -7.9179 -0.3980 2.9852 -0.1 0.3 0.2
C 0.7601 3.8064 1.1641 -1.4 -1.2 0.5
C -1.4005 2.1254 2.1253 2.1 4.1 -0.5
H 4.3640 -0.0074 -1.4326 1.4 1.4 1.9
H 3.0227 4.1725 -1.3081 -1.5 -1.3 1.6
S -5.5678 -4.5145 5.2353 -0.2 -0.2 0.4
O 7.1594 -4.3016 -7.5805 -0.5 0.3 -0.1
H -3.4652 -3.5944 5.8920 -0.2 -0.1 0.0
C -10.9003 -1.1171 1.8063 0.0 -0.2 -0.2
H -11.0151 1.0100 2.2216 0.2 -0.1 0.0
C 2.3092 3.4437 -0.6933 0.8 -0.7 -2.6
C 4.0306 -0.7695 1.4086 -0.5 0.7 -0.2
C 0.1330 2.3273 1.4894 -2.3 2.3 0.7
H -9.4247 -2.1767 4.1587 0.0 0.2 0.0
N -0.1129 5.0453 1.4442 -1.2 -1.6 0.9
C 5.9614 -3.8768 -5.2744 -0.1 0.1 0.6
H 4.7756 -7.0966 -5.3072 0.1 0.1 -0.1
H -10.1735 -1.8163 1.3758 -0.1 0.1 0.0
O 4.2845 0.1917 -3.2569 -0.1 -0.4 -1.1
H 4.2249 -4.8663 -4.4560 0.1 0.0 0.0
C 5.4138 -6.2571 -5.5979 0.1 -0.2 0.1
H 7.3495 1.0987 -3.6837 -0.2 -0.1 0.0
C 5.3635 -0.2440 0.6058 -0.1 -1.7 0.3
C 6.4166 1.4985 -4.0849 0.4 0.3 0.1
O 2.1034 4.0709 0.6215 -4.9 -0.9 1.5
H 5.9740 2.2054 -3.3768 0.0 -0.1 -0.1
C 6.5776 2.1291 -5.4601 0.2 0.1 -0.2
H 4.9618 2.6563 -1.2648 -0.8 -1.0 1.3
C -5.6464 -2.4791 3.5313 0.0 0.4 0.0
O 5.9764 -1.0148 -4.7143 -0.4 0.6 0.6
C 0.4272 6.4188 1.1113 1.1 3.3 1.5
C -4.3981 -3.1946 5.4908 0.4 0.4 0.1
H 3.4165 0.9783 -5.6420 0.2 -0.2 0.1
```
Positions in Å, forces in eV/Å.